one) Density functional theory data (ωB97M-V/def2-TZVPD) for a single C4H6O2S2 molecule.

```
14
C4H6O2S2 ωB97M-V/def2-TZVPD
C 0.5471 1.9128 0.1931
C -0.6840 1.5826 0.4705
C 0.3120 -0.7184 -0.6394
C 0.8137 -1.6715 0.2631
O -1.9478 0.4079 -1.4902
O -2.0328 -0.6396 0.8106
S 1.5330 0.8812 -0.8447
S -1.3129 0.1106 -0.2145
H 1.1263 2.8406 0.3103
H -1.4962 2.1901 1.1060
H 0.0603 -1.0587 -1.5688
H 1.8536 -2.1104 -0.0914
H 0.0145 -2.4077 0.4428
H 1.2131 -1.3194 1.2527
```

Output
Net charge: 0
Frontier orbital gap (eV): 9.71
HOMO energy (Eh): -0.3451
SMILES: C[C@@H]1SC=CS1(=O)=O
Lowest unoccupied orbital energy (eV): 0.321

two) Density functional theory data (ωB97M-V/def2-TZVPD) for a single C4H6O2S2 molecule.

```
14
C4H6O2S2 ωB97M-V/def2-TZVPD
C 0.7748 -2.0301 -0.0572
C -0.4720 -1.4360 -0.5958
C -0.2445 0.0486 -0.4466
C 0.8522 0.2088 0.6000
O 1.1490 -3.1580 -0.0484
O 1.4722 -0.9951 0.6105
S 0.2056 0.7189 -2.0968
S 0.1261 0.5700 2.2943
H -0.5205 -1.9203 -1.6299
H -1.2875 -1.5895 0.0828
H -1.2616 0.6999 -0.3169
H 1.5242 0.9851 0.3384
H 1.4777 0.4081 -1.9769
H 1.1317 0.4622 3.1912
```

Output
Net charge: 0
Frontier orbital gap (eV): 10.25
HOMO energy (Eh): -0.3555
SMILES: O=C1C[C@H](S)[C@@H](S)O1
Lowest unoccupied orbital energy (eV): 0.575

Verdict on stability: one) comes out at the bottom.

one) Density functional theory data (ωB97M-V/def2-TZVPD) for 2 unconnected molecules or ions with the total composition C9H20BrN.

```
31
C9H20BrN ωB97M-V/def2-TZVPD
C 3.1938 -0.7328 0.3570
C 1.9561 -0.8326 1.2366
C 0.8429 -1.6937 0.6706
C 0.2370 -1.3281 -0.6705
N -0.6765 -0.1349 -0.7463
C -1.5841 -0.0710 0.4510
C -2.1461 1.3268 0.4880
C -1.1682 2.1799 -0.3457
C -0.0407 1.2520 -0.7033
C -1.5077 -0.2937 -1.9699
H 3.5585 -1.7225 0.0822
H 3.9794 -0.2316 0.9198
H 2.9635 -0.1277 -0.5224
H 1.6096 0.1639 1.5343
H 2.2676 -1.1990 2.2196
H 0.1005 -1.9422 1.4363
H 1.1924 -2.7354 0.5870
H -0.3214 -2.2084 -0.9872
H 1.0062 -1.1579 -1.4266
H -2.3318 -0.8598 0.5055
H -0.9137 -0.1991 1.2987
H -3.1307 1.3456 0.0032
H -2.3166 1.7944 1.4538
H -1.6830 2.6229 -1.2001
H -0.8105 3.0152 0.2559
H 0.5008 1.3843 -1.6375
H 0.6385 1.1754 0.1440
H -2.0630 -1.2206 -1.8997
H -0.8472 -0.1699 -2.8266
H -2.2052 0.5402 -2.0214
Br -0.3003 2.0605 3.3136
```

Output
Net charge: 0
Frontier orbital gap (eV): 6.85
HOMO energy (Eh): -0.2526
Lowest unoccupied orbital energy (eV): -0.025

two) Density functional theory data (ωB97M-V/def2-TZVPD) for 2 unconnected molecules or ions with the total composition C9H20BrN.

```
31
C9H20BrN ωB97M-V/def2-TZVPD
C -2.1564 1.4501 2.2678
C -2.0188 1.7884 0.7760
C -1.1699 0.8071 -0.0405
C 0.1802 0.5718 0.6096
N 1.0094 -0.5424 0.0044
C 0.3616 -1.8954 0.0680
C -0.3242 -2.1574 -1.2706
C 0.2865 -1.1452 -2.2626
C 1.2449 -0.2693 -1.4534
C 2.3101 -0.5306 0.7234
H -1.2457 1.6929 2.8106
H -2.3757 0.3872 2.4084
H -2.9869 2.0307 2.6636
H -1.5061 2.7556 0.7303
H -2.9894 1.9177 0.3022
H -0.9785 1.2699 -1.0117
H -1.7734 -0.0858 -0.2245
H 0.1474 0.4175 1.6850
H 0.7651 1.4698 0.3592
H 1.1320 -2.6335 0.2941
H -0.3096 -1.9093 0.9261
H -0.2989 -3.1694 -1.6598
H -1.3696 -1.8798 -1.1416
H 0.8560 -1.6181 -3.0640
H -0.4563 -0.5546 -2.7964
H 2.2693 -0.5738 -1.6426
H 1.1142 0.7889 -1.6294
H 2.7289 0.4724 0.6216
H 2.9860 -1.2656 0.2942
H 2.1418 -0.7757 1.7708
Br 2.4260 3.1859 -1.1179
```

Output
Net charge: 0
Frontier orbital gap (eV): 7.13
HOMO energy (Eh): -0.2577
Lowest unoccupied orbital energy (eV): 0.116

Verdict on stability: one) comes out at the bottom.

one) Density functional theory data (ωB97M-V/def2-TZVPD) for 2 unconnected molecules or ions with the total composition C5H9N.

```
15
C5H9N ωB97M-V/def2-TZVPD
C -0.9857 1.1239 0.9525
C -2.2703 -0.3241 -0.6218
C -1.4903 -0.1867 0.4419
N 1.3239 -1.1094 -0.2355
C 2.7862 -0.7368 -0.1928
C 1.6897 -0.1186 -0.9074
H -1.2944 1.9619 0.3186
H -1.3408 1.3303 1.9725
H -2.5989 -1.3123 -0.9111
H -2.6397 0.5188 -1.2068
H -1.2030 -1.0762 1.0068
H 3.0738 -0.2357 0.7119
H 3.5438 -1.4310 -0.5779
H 1.2982 0.5178 -1.6868
H 0.1075 1.0782 0.9358
```

Output
Net charge: 0
Frontier orbital gap (eV): 10.52
HOMO energy (Eh): -0.3461
SMILES: C1=NC1.C=CC
Lowest unoccupied orbital energy (eV): 1.102

two) Density functional theory data (ωB97M-V/def2-TZVPD) for a single C5H9N molecule.

```
15
C5H9N ωB97M-V/def2-TZVPD
C -2.2875 -0.3971 0.1636
C -1.4296 0.7111 -0.2146
C -0.0138 0.4270 -0.4039
C 0.9561 0.8586 0.6181
N 2.1762 0.7468 0.4377
C 2.6881 -0.5173 -0.0763
H -1.5328 -0.9027 -0.3839
H -3.1212 -0.8023 -0.4192
H -2.5058 -0.5953 1.2419
H 0.5903 0.4325 -1.3005
H -1.7744 1.4013 -0.8922
H 0.2189 -0.6585 -0.2311
H 0.4888 1.1748 1.4823
H 3.6099 -0.6908 0.3834
H 1.9368 -1.1881 -0.4053
```

Output
Net charge: 0
Frontier orbital gap (eV): 4.34
HOMO energy (Eh): -0.2231
Lowest unoccupied orbital energy (eV): -1.728

three) Density functional theory data (ωB97M-V/def2-TZVPD) for a single C5H9N molecule.

```
15
C5H9N ωB97M-V/def2-TZVPD
C 1.0465 1.8686 0.8024
N 1.2416 -1.0861 0.3316
C 0.0896 -0.3752 -0.1582
C 0.1364 0.9786 -0.1524
C -2.2940 -1.0559 -0.6396
C -0.9518 -1.1896 -0.6815
H 0.5971 2.4858 1.6792
H 1.8701 1.1925 1.2644
H 1.7296 2.5599 0.0928
H 2.1325 -0.5990 0.3525
H 1.4879 -1.9689 -0.0533
H -0.8057 1.3287 -0.2588
H -2.8654 -0.5125 0.0106
H -2.8859 -1.7261 -1.2803
H -0.5286 -1.9006 -1.3094
```

Output
Net charge: 0
Frontier orbital gap (eV): 8.84
HOMO energy (Eh): -0.2968
SMILES: C=C/C(N)=C/C
Lowest unoccupied orbital energy (eV): 0.764

four) Density functional theory data (ωB97M-V/def2-TZVPD) for a molecular structure, C5H9N.

```
15
C5H9N ωB97M-V/def2-TZVPD
C -0.3736 -0.6792 1.2768
C 0.7128 -0.6991 -0.9291
C -0.5328 0.0929 -0.8611
C -0.7167 1.5723 -0.3809
C -0.2110 0.7360 0.6438
H -1.4305 -1.0899 1.3284
H 0.0619 -0.7362 2.2944
H 1.6775 -1.0101 0.5328
H 0.7081 -1.5134 -1.8447
H 1.6170 -0.0469 -1.1345
H -1.5130 -0.2292 -0.8674
H -1.5931 2.0680 -0.2181
H 0.2131 2.2086 -0.7697
H 0.8735 0.9208 0.7042
N 0.5067 -1.5946 0.2252
```

Output
Net charge: 0
Frontier orbital gap (eV): 8.98
HOMO energy (Eh): -0.3004
Lowest unoccupied orbital energy (eV): 0.803

Verdict on stability: two) comes out at the bottom.

one) Density functional theory data (ωB97M-V/def2-TZVPD) for a molecular structure, C5H9N.

```
15
C5H9N ωB97M-V/def2-TZVPD
C -1.9501 -0.3381 0.4508
C -0.7748 0.5809 0.1261
C 0.3619 -0.1581 -0.5496
C 1.6841 0.6821 -0.7563
C 1.9578 -0.3650 0.1729
N 2.2973 -1.2312 0.9744
H -1.6428 -1.1546 1.1137
H -2.7604 0.2091 0.9422
H -2.3578 -0.7871 -0.4618
H -0.4024 1.0424 1.0525
H -1.1257 1.4115 -0.5076
H 1.0512 -1.2185 0.4909
H 0.1045 -0.7182 -1.4509
H 1.6534 1.7006 -0.3633
H 2.1541 0.6139 -1.7384
```

Output
Net charge: 0
Frontier orbital gap (eV): 8.77
HOMO energy (Eh): -0.2846
Lowest unoccupied orbital energy (eV): 1.027

two) Density functional theory data (ωB97M-V/def2-TZVPD) for 2 unconnected molecules or ions with the total composition C5H9N.

```
15
C5H9N ωB97M-V/def2-TZVPD
C 2.5776 -0.2131 -0.5157
C 0.4197 0.1036 1.1731
C -0.4782 0.0456 0.2444
C -1.1865 -1.2458 -0.2139
C -0.9873 1.3212 -0.3864
N 3.1815 0.6945 -0.3000
H 2.0538 -1.0789 -0.7880
H 0.8749 0.8786 1.7601
H 0.6062 -0.9026 1.6011
H -0.9717 -1.2429 -1.3710
H -2.2287 -0.8660 -0.0563
H -0.7183 -2.1810 0.2281
H -0.3742 2.0116 0.2119
H -2.1412 1.2688 -0.1733
H -0.6277 1.4062 -1.4140
```

Output
Net charge: 0
Frontier orbital gap (eV): 10.36
HOMO energy (Eh): -0.3509
SMILES: C=C(C)C.C#N
Lowest unoccupied orbital energy (eV): 0.807

Verdict on stability: one) comes out at the bottom.